1.
Below is C4H10NO as an isolated structure, with properties calculated with ωB97M-V/def2-TZVPD.

## Properties
E_LUMO: -3.4761 eV
Net charge: +1
Gap between HOMO and LUMO: 12.047 eV
HOMO level: -15.52 eV

Element x y z (Å)
O1 1.31878 -0.24078 0.68599
N1 0.39618 0.40534 -1.04813
C1 -0.03323 -0.03695 0.36431
C2 -0.68037 1.24988 1.01039
C3 -1.01335 -1.25331 0.28868
C4 1.66160 -0.35163 -0.67141
H1 -0.88538 -2.06039 1.04025
H2 -0.06354 2.01844 1.25841
H3 2.63312 0.26708 -0.83253
H4 -0.76761 -1.71806 -0.57798
H5 1.56522 -1.35731 -1.07313
H6 0.51452 1.44116 -0.97202
H7 -1.53214 1.60129 0.39176
H8 -0.01012 0.06372 -1.94173
H9 -1.07407 0.84549 1.85407
H10 -2.02962 -0.87397 0.22306

Cartesian forces (eV/Å) of the 2 atoms listed first:
O -0.1334 -0.9195 0.5655
N 0.9791 0.0005 -1.0273



2.
Below is an isolated ion of composition C4H10NO and charge +1, with properties calculated with ωB97M-V/def2-TZVPD.

## Properties
E_LUMO (spin up / spin down): -5.5022 / -5.5018 eV
Net charge: +1
Gap between HOMO and LUMO (spin up / spin down): 8.841 / 8.842 eV
HOMO level (spin up / spin down): -14.34 / -14.34 eV

Element x y z (Å)
O1 -1.41237 -0.95108 0.54374
N1 -0.73936 -0.35098 -0.44368
C1 0.91985 -0.49277 -0.38256
C2 -2.44940 -0.57930 1.05810
C3 2.27422 -0.15056 0.81592
C4 -1.02975 1.01643 -0.80765
H1 -0.25346 1.25391 -1.38061
H2 -1.98946 1.16090 -1.36058
H3 1.08013 -0.03728 -1.32147
H4 -1.07156 1.63994 0.05862
H5 3.03245 -0.49331 0.14617
H6 -2.90192 -1.35407 1.70498
H7 2.30865 0.81694 1.07325
H8 -2.99793 0.28287 0.89639
H9 1.95152 -0.78001 1.67741
H10 0.99962 -1.60204 -0.35049

Cartesian forces (eV/Å) of the 2 atoms listed first:
O 1.9879 -0.6743 -0.0885
N 3.8531 0.9506 -0.9576



3.
Below is an isolated ion of composition C4H10NO and charge +1, with properties calculated with ωB97M-V/def2-TZVPD.

## Properties
E_LUMO: -3.4921 eV
Net charge: +1
Gap between HOMO and LUMO: 11.572 eV
HOMO level: -15.06 eV

Element x y z (Å)
O1 1.67257 -0.87785 0.86546
N1 -0.72403 -0.20056 0.73077
C1 1.42705 -1.01933 -0.47740
C2 -1.94673 -0.50853 -0.04536
C3 0.95722 1.56904 -0.08350
C4 0.57231 0.10859 0.09253
H1 -0.93273 0.73137 1.13277
H2 -0.34975 -0.88175 1.43214
H3 0.34441 2.01617 -0.88385
H4 0.68692 2.11962 0.83949
H5 0.96673 -2.01656 -0.77149
H6 -2.93264 -0.60864 0.46545
H7 1.98040 1.52172 -0.37670
H8 -1.99296 0.20659 -0.86982
H9 2.18046 -0.79489 -1.38481
H10 -1.90924 -1.36499 -0.66567

Cartesian forces (eV/Å) of the 2 atoms listed first:
O -1.5002 2.7973 -0.5642
N 0.5285 0.8194 0.9310



4.
Below is a 2-piece molecular cluster, C4H10NO overall, with properties calculated with ωB97M-V/def2-TZVPD.

## Properties
E_LUMO (spin up / spin down): -5.2776 / -5.3034 eV
Net charge: +1
Gap between HOMO and LUMO (spin up / spin down): 5.599 / 10.830 eV
HOMO level (spin up / spin down): -10.88 / -16.13 eV
⟨S²⟩: 2.0045
Spin multiplicity: 3

Element x y z (Å)
O1 1.07685 2.77426 0.30683
N1 -0.23888 -1.31414 0.14158
C1 0.39845 1.68515 -0.01107
C2 -0.38822 -2.50439 -0.23989
C3 0.38860 1.54512 -1.51636
C4 -0.55681 -1.02239 1.51803
H1 0.86749 3.25464 1.07577
H2 -0.61929 0.05186 1.78684
H3 0.25467 -0.49018 -0.37595
H4 0.83929 0.65547 -1.97526
H5 -1.38352 -1.54744 1.98636
H6 0.43074 -1.28361 2.03558
H7 -0.80916 -3.29144 0.41047
H8 -0.55546 -2.44582 -1.35810
H9 -0.64212 1.46597 -1.76525
H10 0.93739 2.46694 -2.01958

Cartesian forces (eV/Å) of the 2 atoms listed first:
O 1.0645 -0.6987 -0.3202
N 0.3741 1.8222 1.4363



5.
Below is an isolated ion of composition C4H10NO and charge +2, with properties calculated with ωB97M-V/def2-TZVPD.

## Properties
E_LUMO (spin up / spin down): -10.6447 / -14.7502 eV
Net charge: +2
Gap between HOMO and LUMO (spin up / spin down): 11.219 / 7.214 eV
HOMO level (spin up / spin down): -21.86 / -21.96 eV
⟨S²⟩: 0.7573
Spin multiplicity: 2

Element x y z (Å)
O1 0.72601 0.07772 1.64558
N1 0.63062 0.29889 -0.86304
C1 1.41734 -0.94373 -1.19101
C2 -0.36424 -0.26580 1.36407
C3 -0.67427 -0.07835 -0.14415
C4 -1.73656 0.92535 -0.28218
H1 1.11353 -1.36766 -2.21791
H2 0.51861 0.70411 -1.86318
H3 -1.93975 1.65351 0.36133
H4 -1.08691 -1.09479 -0.52679
H5 1.19227 0.97109 -0.25195
H6 2.53408 -0.95474 -1.30097
H7 -2.80084 0.46937 -0.02441
H8 -1.20582 -0.70480 1.94492
H9 1.22716 -1.76290 -0.46899
H10 -1.62842 1.54796 -1.25574

Cartesian forces (eV/Å) of the 2 atoms listed first:
O -0.1308 -0.2350 1.0847
N 0.9526 0.2562 -1.0382



6.
Below is an isolated ion of composition C4H10NO2 and charge -1, with properties calculated with ωB97M-V/def2-TZVPD.

## Properties
E_LUMO: 4.1353 eV
Net charge: -1
Gap between HOMO and LUMO: 7.202 eV
HOMO level: -3.07 eV

Element x y z (Å)
O1 -0.28701 1.99807 0.32699
O2 -1.56382 -0.64800 -2.45367
N1 -0.88302 -0.46533 -0.23022
C1 -0.00026 -0.62927 0.93710
C2 0.88775 1.70372 0.90306
C3 -1.18120 -1.33984 -1.27213
C4 1.27998 0.21608 0.68057
H1 0.10840 -1.69555 1.18856
H2 -0.31556 -1.98248 -1.55910
H3 -0.85894 0.59379 -0.27127
H4 1.49297 0.05076 -0.38127
H5 2.16387 -0.00799 1.30263
H6 -1.21145 0.21010 -2.24565
H7 -0.52265 -0.04985 1.71714
H8 1.09517 1.87183 1.96897
H9 1.74359 2.24921 0.42535
H10 -1.94785 -2.07526 -1.03705

Cartesian forces (eV/Å) of the 2 atoms listed first:
O -0.5997 0.5422 0.4550
O -0.3414 -0.2675 0.3775



Values for ΔE to the lowest compared entry with this formula, charge and spin, kJ/mol, ordered as above
218.7; 635.2; 315.4; 151.6; 290.2; 341.5